# 1
ORCA calculation (wB97M-V/def2-TZVPD) on 10 unconnected molecules or ions with the total composition C40H50F30O20 in a non-equilibrium geometry.

multiplicity = 1
SMILES string = CCOC(=O)C(F)(F)F.CCOC(=O)C(F)(F)F.CCOC(=O)C(F)(F)F.CCOC(=O)C(F)(F)F.CCOC(=O)C(F)(F)F.CCOC(=O)C(F)(F)F.CCOC(=O)C(F)(F)F.CCOC(=O)C(F)(F)F.CCOC(=O)C(F)(F)F.CCOC(=O)C(F)(F)F
max |F| = 6.9 eV/A
ΔE to the lowest compared entry with this formula, charge and spin = 8.846 eV
frontier orbital gap = 11.3 eV
electronic energy = -164760.9428 eV

Last column: Löwdin charge in e.
Positions of all 140 atoms, in Å:
1 C 6.84047 -14.45305 16.21261  -0.069
2 C 7.20956 -15.94310 16.34927  -0.142
3 O 8.68630 -16.14399 15.96615  -0.019
4 C 9.18132 -17.37662 15.54661  -0.302
5 O 8.37379 -18.24382 15.22174  0.124
6 C 10.73378 -17.34911 15.50625  -0.612
7 F 11.05375 -18.51569 15.89178  0.230
8 F 11.19384 -17.13407 14.26553  0.171
9 F 11.25717 -16.43138 16.32886  0.172
10 H 7.07165 -13.73778 17.00195  0.070
11 H 5.75663 -14.54233 16.13897  0.073
12 H 7.10961 -13.93030 15.29479  0.079
13 H 6.52090 -16.46970 15.68856  0.102
14 H 6.85041 -16.52816 17.19592  0.121
15 C 8.98946 -16.61249 8.14961  -0.070
16 C 9.73473 -16.53705 6.84288  -0.216
17 O 10.58928 -15.39766 6.87206  -0.015
18 C 10.32435 -14.18650 6.22460  -0.251
19 O 9.24921 -14.07152 5.58924  0.111
20 C 11.42353 -13.14523 6.34005  -0.606
21 F 11.15556 -12.34890 7.29415  0.231
22 F 12.65117 -13.53929 6.51106  0.214
23 F 11.37936 -12.33672 5.20653  0.115
24 H 8.51779 -15.67613 8.44768  0.081
25 H 9.66555 -16.91521 8.94922  0.079
26 H 8.19257 -17.35420 8.09552  0.080
27 H 9.00490 -16.37579 6.04951  0.117
28 H 10.32020 -17.45357 6.77000  0.129
29 C -11.12130 -17.95615 17.33662  -0.063
30 C -11.95095 -16.66336 17.40110  -0.192
31 O -11.10432 -15.49905 17.45853  0.008
32 C -10.43572 -15.01247 16.37139  -0.326
33 O -10.50521 -15.48332 15.24220  0.145
34 C -9.65668 -13.71273 16.62295  -0.592
35 F -10.28850 -12.76610 16.04080  0.235
36 F -9.43328 -13.42695 17.90679  0.174
37 F -8.43507 -13.89315 16.04898  0.143
38 H -11.57178 -18.75608 17.92424  0.076
39 H -10.07846 -17.76869 17.59245  0.081
40 H -10.91907 -18.24346 16.30480  0.073
41 H -12.65328 -16.73979 18.23115  0.119
42 H -12.59602 -16.61326 16.52390  0.119
43 C -2.70644 -19.18122 21.05423  -0.060
44 C -1.76259 -18.61459 19.92816  -0.123
45 O -1.41557 -17.23061 20.37773  -0.029
46 C -2.15278 -16.09164 20.14589  -0.313
47 O -3.31884 -16.09030 19.74924  0.128
48 C -1.33602 -14.79037 20.35787  -0.586
49 F -0.86524 -14.36533 19.22500  0.211
50 F -2.07520 -13.80376 20.93271  0.149
51 F -0.33790 -15.07765 21.16935  0.176
52 H -2.41852 -18.93833 22.07708  0.076
53 H -2.59585 -20.26481 21.09555  0.066
54 H -3.73409 -18.86456 20.87604  0.073
55 H -2.20073 -18.57539 18.93086  0.119
56 H -0.86683 -19.22937 19.84001  0.113
57 C 3.25442 -12.93451 4.88419  -0.043
58 C 3.31171 -13.44478 6.39402  -0.162
59 O 4.21962 -12.54017 6.96137  0.041
60 C 4.36728 -12.45318 8.23388  -0.414
61 O 3.61400 -12.93527 9.09481  0.134
62 C 5.40637 -11.57462 8.72443  -0.601
63 F 6.16343 -11.17887 7.70273  0.185
64 F 4.78282 -10.55766 9.22992  0.218
65 F 6.10720 -12.14027 9.74475  0.160
66 H 2.59299 -12.07155 4.80730  0.074
67 H 2.89756 -13.82113 4.36012  0.067
68 H 4.22741 -12.75955 4.42509  0.077
69 H 3.88639 -14.36833 6.32410  0.131
70 H 2.32028 -13.49726 6.84392  0.132
71 C 7.40601 -22.59003 11.61950  -0.073
72 C 8.49246 -23.59355 11.43626  -0.226
73 O 9.70192 -22.87044 11.32115  -0.011
74 C 10.81331 -23.13270 12.11857  -0.270
75 O 10.83711 -23.92545 13.05886  0.137
76 C 12.16553 -22.60062 11.58880  -0.663
77 F 11.97062 -21.53869 10.84774  0.190
78 F 12.95043 -22.30717 12.56117  0.215
79 F 12.85042 -23.48571 10.90854  0.198
80 H 6.41899 -23.03819 11.50532  0.083
81 H 7.50452 -21.71063 10.98307  0.080
82 H 7.41255 -22.05673 12.57011  0.084
83 H 8.46952 -24.16941 10.51109  0.134
84 H 8.51176 -24.21637 12.33059  0.122
85 C -2.17912 -13.62438 12.82188  -0.059
86 C -0.87644 -14.14218 13.43591  -0.168
87 O -0.31886 -15.17447 12.51385  0.007
88 C 0.52075 -16.13782 12.97375  -0.336
89 O 0.88583 -16.21271 14.14558  0.128
90 C 1.08812 -17.15952 11.99960  -0.601
91 F 1.35254 -18.29865 12.67987  0.158
92 F 0.16923 -17.34863 11.09369  0.189
93 F 2.17027 -16.77899 11.36456  0.201
94 H -2.83540 -14.47331 13.01351  0.080
95 H -2.06402 -13.29805 11.78827  0.079
96 H -2.63754 -12.76049 13.30317  0.080
97 H -0.98764 -14.43226 14.48070  0.120
98 H -0.05693 -13.42352 13.43284  0.122
99 C -13.44274 -6.55820 15.39066  -0.094
100 C -12.41316 -5.89398 14.55262  -0.252
101 O -11.16145 -6.21985 15.12833  0.000
102 C -9.99702 -5.89489 14.38236  -0.289
103 O -9.92588 -5.04430 13.53122  0.174
104 C -8.77323 -6.76264 14.78438  -0.565
105 F -7.71827 -5.93127 14.77582  0.152
106 F -8.81479 -7.33485 15.92529  0.237
107 F -8.55090 -7.64259 13.74953  0.133
108 H -13.25190 -6.51450 16.46293  0.083
109 H -13.68429 -7.59235 15.14515  0.080
110 H -14.43461 -6.11826 15.28703  0.080
111 H -12.66183 -4.85131 14.35489  0.132
112 H -12.59410 -6.47726 13.64977  0.128
113 C -1.56585 -24.47423 11.76464  -0.045
114 C -2.22119 -25.59942 12.61268  -0.279
115 O -2.13804 -25.20839 13.90418  -0.033
116 C -3.00740 -25.88490 14.84138  -0.220
117 O -3.67730 -26.85825 14.49949  0.135
118 C -2.96400 -25.30716 16.32173  -0.543
119 F -4.08826 -24.63959 16.52037  0.181
120 F -2.73540 -26.24009 17.21226  0.199
121 F -1.96442 -24.38453 16.49280  0.125
122 H -0.56739 -24.37647 12.19081  0.075
123 H -2.13127 -23.54266 11.74021  0.073
124 H -1.31429 -24.74983 10.74050  0.072
125 H -1.56694 -26.47037 12.65127  0.133
126 H -3.24221 -25.77654 12.27467  0.128
127 C -5.20368 -18.88762 7.87220  -0.043
128 C -4.38761 -18.04146 8.93262  -0.143
129 O -4.13667 -18.83509 10.13261  0.005
130 C -4.98921 -18.85801 11.14368  -0.370
131 O -6.05336 -18.28702 11.25261  0.147
132 C -4.44919 -19.73274 12.37474  -0.534
133 F -3.12312 -20.02681 12.31755  0.144
134 F -4.75832 -19.18728 13.56544  0.147
135 F -5.18753 -20.79956 12.42174  0.185
136 H -4.70410 -19.81061 7.57787  0.074
137 H -5.28699 -18.29501 6.96118  0.072
138 H -6.18744 -19.05771 8.30967  0.074
139 H -4.87831 -17.11610 9.23432  0.123
140 H -3.36538 -17.92934 8.57128  0.119


# 2
ORCA calculation (wB97M-V/def2-TZVPD) on a molecular structure, C40H50N6OReSi2.

multiplicity = 4
max |F| = 0.8 eV/A
frontier orbital gap (alpha / beta) = 7.6 / 6.8 eV
total charge = +2
electronic energy = -71155.1840 eV
<S²> = 3.784

Last column: Mulliken spin population.
Positions of all 100 atoms, in Å:
1 Re 1.13907 -0.40474 -0.10866  2.646
2 C -4.20620 3.29296 -2.35157  0.000
3 C -4.78306 2.58103 -1.15851  0.002
4 C -6.14348 2.62808 -0.87808  -0.002
5 C -6.68319 1.97473 0.21978  0.003
6 C -5.85449 1.27383 1.08169  -0.001
7 C -4.48967 1.22703 0.83954  0.005
8 C -3.97010 1.85870 -0.28428  -0.001
9 N -2.56390 1.83889 -0.56508  0.021
10 C -1.70520 0.82664 -0.34734  0.027
11 N -2.25682 -0.39692 -0.28524  0.032
12 C -1.65661 -1.66299 -0.26561  0.036
13 C -0.27966 -1.84848 -0.25746  0.033
14 C 0.22652 -3.14360 -0.41699  0.066
15 C -0.61916 -4.23134 -0.48537  -0.023
16 C -1.99375 -4.02908 -0.41417  0.074
17 C -2.53593 -2.75830 -0.32100  -0.030
18 C -4.02847 -2.55855 -0.28547  -0.002
19 N -0.38955 1.03907 -0.24353  0.077
20 C -0.05061 2.45591 -0.05444  0.168
21 C -0.66647 3.13744 0.99636  -0.017
22 C -0.44486 4.48566 1.20054  0.004
23 C 0.41043 5.17497 0.35201  0.000
24 C 1.01160 4.50432 -0.69615  -0.003
25 C 0.78455 3.14811 -0.92996  -0.208
26 C 1.46157 2.49028 -2.08850  0.094
27 H -4.99851 3.69543 -2.97805  0.000
28 H -3.59792 2.62522 -2.96423  0.000
29 H -3.57719 4.13712 -2.05310  0.000
30 H -6.79251 3.18071 -1.54539  0.000
31 H -7.74716 2.02024 0.40526  0.000
32 H -6.26166 0.77948 1.95289  0.000
33 H -3.83704 0.72042 1.54108  -0.001
34 H -2.14074 2.73305 -0.77087  -0.005
35 H -3.26131 -0.39650 -0.40762  -0.004
36 H 1.29265 -3.29566 -0.50764  0.025
37 H -0.21687 -5.22875 -0.59714  0.000
38 H -2.66389 -4.87825 -0.45533  0.002
39 H -4.53963 -3.51795 -0.28283  -0.001
40 H -4.39084 -2.00619 -1.15801  -0.001
41 H -4.34505 -2.01864 0.61055  -0.001
42 H -1.35690 2.61049 1.63808  0.000
43 H -0.94190 4.99485 2.01523  0.000
44 H 0.59380 6.23073 0.49702  0.000
45 H 1.66550 5.04221 -1.37093  0.000
46 H 1.88523 3.23250 -2.76328  -0.001
47 H 0.78377 1.85492 -2.65705  -0.015
48 H 2.30408 1.87991 -1.74647  -0.017
49 C -0.68604 -2.42028 3.01881  0.009
50 Si 1.17261 -2.28535 2.94909  0.016
51 C 2.05270 -3.77498 2.23254  0.009
52 C 1.77201 -2.21545 4.71125  0.000
53 C 1.75381 -0.70583 1.97941  0.148
54 C 3.12088 -0.99681 1.46473  -0.092
55 C 4.37153 -1.02524 2.08415  -0.009
56 C 5.47388 -1.37797 1.33744  0.017
57 C 5.34595 -1.69112 -0.02234  -0.006
58 C 4.11002 -1.60680 -0.59869  0.010
59 N 3.02944 -1.25735 0.13891  -0.133
60 Si 1.70409 0.89837 3.01102  -0.005
61 C 2.68892 0.94333 4.59459  0.004
62 C 2.55552 2.17870 1.93290  0.004
63 C -0.08327 1.15137 3.48081  -0.010
64 H -0.98497 -3.47016 3.06436  0.002
65 H -1.19048 -1.96716 2.16986  -0.003
66 H -1.05161 -1.94007 3.92839  0.000
67 H 1.45675 -4.67506 2.40011  0.000
68 H 2.99668 -3.91041 2.76586  0.001
69 H 2.28664 -3.72655 1.17253  -0.002
70 H 1.67696 -3.22453 5.12369  0.000
71 H 1.17416 -1.55495 5.33745  0.000
72 H 2.82048 -1.93042 4.80618  0.000
73 H 4.45497 -0.80361 3.13723  0.001
74 H 6.44748 -1.42875 1.80739  0.000
75 H 6.19839 -1.99749 -0.61014  0.000
76 H 3.93717 -1.86357 -1.63257  0.002
77 H 3.69955 0.54589 4.50253  0.000
78 H 2.20101 0.44431 5.42703  0.000
79 H 2.79472 1.99952 4.86183  0.000
80 H 3.62868 2.13476 2.13826  0.002
81 H 2.22464 3.19589 2.14552  -0.001
82 H 2.43319 2.03133 0.85550  -0.011
83 H -0.29570 0.52345 4.35006  0.000
84 H -0.77494 0.85862 2.68852  0.007
85 H -0.28760 2.18142 3.77594  0.000
86 N 0.76701 -1.69670 -7.45340  0.000
87 C 1.32748 -0.69458 -6.74408  -0.001
88 O 1.81022 0.30782 -7.21730  0.001
89 C 1.30639 -0.83400 -5.23873  0.000
90 C 2.42848 -0.43558 -4.52493  -0.009
91 C 2.37635 -0.44250 -3.15124  -0.009
92 N 1.28884 -0.80819 -2.44583  0.038
93 C 0.21571 -1.20717 -3.14530  0.039
94 C 0.18779 -1.23665 -4.52903  0.008
95 H 0.79028 -1.63401 -8.45973  0.000
96 H 0.51747 -2.57478 -7.03418  0.000
97 H 3.31689 -0.09848 -5.04055  0.000
98 H 3.23734 -0.11908 -2.58463  -0.004
99 H -0.65173 -1.51102 -2.58121  -0.006
100 H -0.71526 -1.55111 -5.03473  0.001